Below is C10H26AlClFO2 as an isolated structure, with properties calculated with the ωB97M-V functional and the def2-TZVPD basis.

ORCA input file:
```
! wB97M-V def2-TZVPD RIJCOSX def2/J DEFGRID3
* xyz -1 1
F 0.10878 0.47967 2.33365
C -1.21748 1.01158 2.18666
C -2.29013 0.03973 2.54386
Al -4.14452 0.82802 2.46434
Cl -4.38665 1.96073 0.54261
H -1.24958 1.90077 2.82054
H -1.28179 1.31424 1.13988
H -2.15181 -0.27364 3.58808
H -2.19258 -0.85986 1.92610
H -5.24003 -0.35639 2.51706
H -4.30308 1.90274 3.66431
C 1.27160 2.98596 -2.85189
C 0.87626 1.97018 -1.79133
O -0.24328 2.34139 -1.01421
C -1.47906 2.49511 -1.69192
C -1.96802 1.23256 -2.37932
H 1.44692 3.96269 -2.39802
H 2.18843 2.66411 -3.34935
H 0.50240 3.10054 -3.61702
H 1.68415 1.86573 -1.06667
H 0.72973 0.98172 -2.24399
H -1.42653 3.32881 -2.40384
H -2.18857 2.77760 -0.91420
H -1.30495 0.91569 -3.18732
H -2.95532 1.40824 -2.80820
H -2.04804 0.41804 -1.65858
C 1.84001 -0.90473 0.17971
C 2.08740 -1.75307 1.41341
O 1.39199 -2.99266 1.40924
C 1.67841 -3.86280 0.33785
C 3.13437 -4.29552 0.25564
H 0.77555 -0.69817 0.06949
H 2.36352 0.04621 0.27925
H 2.19757 -1.38964 -0.73263
H 1.71472 -1.22464 2.28742
H 3.16219 -1.92466 1.56076
H 1.36031 -3.42525 -0.61632
H 1.04781 -4.73664 0.50959
H 3.79904 -3.45589 0.04813
H 3.26031 -5.02453 -0.54713
H 3.44993 -4.75392 1.19436
*
```

For the total energy, the calculation gives -1349.664601 a.u. The value obtained for the gap between HOMO and LUMO is 8.16 eV. The lowest unoccupied orbital energy is 2.8 eV. The highest occupied orbital energy comes out at -5.3280 eV.

Results of the Mulliken charge analysis, in e, for atoms 1 through 8: atom 1 (F): -0.300, atom 2 (C): 0.062, atom 3 (C): -0.660, atom 4 (Al): 0.239, atom 5 (Cl): -0.447, atom 6 (H): 0.252, atom 7 (H): -0.164, atom 8 (H): 0.288